1.
Entry from OMol25: 3 unconnected molecules or ions with the total composition C2H8O2 at a distorted geometry (ωB97M-V with the def2-TZVPD basis set).

E   -231.41904 a.u.
SMILES   C=C.O.O
Frontier orbital gap   10.968 eV
Spin multiplicity   1

Element x y z (Å)
C (0.24871, -1.54438, 1.18014)
C (0.46740, -1.46677, -0.12071)
H (-0.68551, -1.31730, 1.60256)
H (0.89915, -1.87836, 1.90070)
H (-0.17921, -0.70403, -0.73246)
H (1.49088, -1.65807, -0.66090)
H (0.87237, 0.95889, 0.76774)
H (0.95692, 2.38340, 0.07410)
O (0.34848, 1.67360, 0.30838)
H (-0.73756, 1.10012, -1.14753)
H (-2.18065, 1.58006, -1.48075)
O (-1.50097, 0.87283, -1.69129)

2.
Entry from OMol25: 2 unconnected molecules or ions with the total composition C2H8O2 at a distorted geometry (ωB97M-V with the def2-TZVPD basis set).

E   -231.39482 a.u.
SMILES   CO.CO
Frontier orbital gap   11.176 eV
Spin multiplicity   1

Element x y z (Å)
C (1.19477, -1.62126, 0.88211)
O (1.34616, -2.36777, -0.31979)
H (1.72243, -1.97715, -1.03297)
H (0.95860, -2.39642, 1.69454)
H (0.34036, -0.94579, 0.75314)
H (2.16259, -1.46470, 1.33502)
C (-1.31602, 1.51587, -0.81958)
O (-1.62085, 2.17298, 0.35968)
H (-1.12202, 2.96695, 0.56448)
H (-1.98714, 1.95030, -1.54996)
H (-0.27632, 1.70746, -1.32912)
H (-1.40256, 0.45953, -0.53755)

3.
Entry from OMol25: 2 unconnected molecules or ions with the total composition C2H8O2 at a distorted geometry (ωB97M-V with the def2-TZVPD basis set).

E   -231.43101 a.u.
SMILES   CO.CO
Frontier orbital gap   11.143 eV
Spin multiplicity   1

Element x y z (Å)
C (1.89094, -0.02409, -0.03258)
O (1.32121, -1.07583, 0.76904)
H (1.05850, 0.55356, -0.44055)
H (2.38139, -0.55711, -0.83906)
H (2.58149, 0.59671, 0.53253)
H (1.11654, -0.77993, 1.63103)
C (-1.89804, 0.49934, -0.05019)
O (-1.68518, -0.30196, -1.20476)
H (-2.95668, 0.45997, 0.19354)
H (-1.45550, 1.47391, -0.27028)
H (-1.37639, 0.08638, 0.81941)
H (-0.97828, -0.93096, -1.10813)

4.
Entry from OMol25: 2 unconnected molecules or ions with the total composition C2H8O2 at a distorted geometry (ωB97M-V with the def2-TZVPD basis set).

E   -231.45191 a.u.
SMILES   CCO.O
Frontier orbital gap   10.954 eV
Spin multiplicity   1

Element x y z (Å)
O (1.30670, -1.59272, 1.33001)
C (0.00000, 0.00000, 0.00000)
C (1.30358, -0.76069, 0.19903)
H (2.23584, -1.85977, 1.49056)
H (0.16393, 0.64401, -0.88033)
H (-0.34599, 0.62960, 0.83696)
H (-0.79049, -0.73057, -0.24085)
H (2.08274, 0.00019, 0.39759)
H (1.64754, -1.38073, -0.65108)
O (0.41112, -4.59691, 2.51981)
H (0.67310, -4.44389, 1.58375)
H (1.15986, -4.23911, 3.04859)

5.
Entry from OMol25: 2 unconnected molecules or ions with the total composition C2H8O2 at a distorted geometry (ωB97M-V with the def2-TZVPD basis set).

E   -231.41191 a.u.
SMILES   CO.CO
Frontier orbital gap   10.768 eV
Spin multiplicity   1

Element x y z (Å)
C (-0.10648, 2.45933, -1.60959)
O (-0.04983, 1.60875, -0.43038)
H (-0.31100, 3.51302, -1.39913)
H (-0.90520, 2.30704, -2.44816)
H (0.85684, 2.33034, -2.16132)
H (-0.42111, 2.20879, 0.24233)
C (0.16889, -2.75623, 1.35712)
O (0.89484, -1.61417, 0.95010)
H (-0.18133, -2.70157, 2.40169)
H (0.61529, -3.66746, 1.26121)
H (-0.78740, -2.81273, 0.79594)
H (0.22648, -0.87510, 1.04018)

6.
Entry from OMol25: 3 unconnected molecules or ions with the total composition C2H8O3 at a distorted geometry (ωB97M-V with the def2-TZVPD basis set).

E   -306.68876 a.u.
SMILES   C=CO.O.O
Frontier orbital gap   9.611 eV
Spin multiplicity   1

Element x y z (Å)
C (1.52850, 2.53307, -1.05120)
C (1.37642, 1.48470, -0.26265)
O (0.22572, 0.80903, 0.02409)
H (2.51048, 2.98526, -1.09364)
H (0.77967, 3.01008, -1.66840)
H (2.21797, 1.11147, 0.32257)
H (0.41301, -0.16346, 0.02019)
H (0.88272, -2.43809, 0.36637)
H (-0.63407, -2.22289, 0.45043)
O (0.13360, -2.04025, -0.07790)
H (-3.38646, -1.50414, 1.45581)
H (-2.19860, -0.91756, 0.64514)
O (-2.55352, -1.75181, 1.00226)

7.
Entry from OMol25: a molecular structure, C2H8O5Si at a distorted geometry (ωB97M-V with the def2-TZVPD basis set).

E   -746.57686 a.u.
Frontier orbital gap   9.296 eV
Spin multiplicity   1

Element x y z (Å)
C (-0.35540, 1.00205, -0.31806)
C (0.45136, -1.70082, 0.20182)
O (-1.20780, 0.25891, -1.10690)
O (0.82300, 0.93172, -1.00840)
O (-0.58017, 2.40459, -0.19649)
O (0.29044, -1.80176, -1.07422)
O (1.67894, -2.15244, 0.52379)
Si (-0.31998, 0.16817, 1.40922)
H (-0.99557, 0.33994, -2.07689)
H (1.35238, 1.51109, -0.54872)
H (-1.43891, 2.55298, 0.24981)
H (-0.53448, -1.51742, -1.42289)
H (2.05118, -2.46243, -0.30258)
H (-1.52986, -0.74302, 1.75155)
H (-0.80284, 1.21778, 2.26340)
H (1.11772, -0.00934, 1.65556)

8.
Entry from OMol25: a molecular structure, C2H8OS at a distorted geometry (ωB97M-V with the def2-TZVPD basis set).

E   -554.22898 a.u.
Frontier orbital gap   6.456 eV
Spin multiplicity   1

Element x y z (Å)
O (-1.56725, 2.30215, -0.28192)
H (-0.99692, 1.91906, 0.25745)
H (-1.49084, 1.99105, -1.14656)
H (-4.62225, -2.07394, -2.17091)
C (2.57408, 0.23785, 1.08091)
C (1.51728, -0.61564, 0.88769)
S (1.52024, -1.04589, -0.98353)
H (2.46189, 1.18469, 1.35854)
H (-5.37437, -1.89573, -2.45359)
H (3.68392, 0.03273, 0.88290)
H (0.52712, -0.31152, 1.35412)
H (1.76709, -1.72479, 1.21492)

9.
Entry from OMol25: 2 unconnected molecules or ions with the total composition C2H8OS2 at a distorted geometry (ωB97M-V with the def2-TZVPD basis set).

E   -952.56873 a.u.
SMILES   CCO.SS
Frontier orbital gap   9.226 eV
Spin multiplicity   1

Element x y z (Å)
S (-1.73404, 1.63466, -1.12306)
S (-2.69909, 1.61923, 0.76060)
H (-2.54178, 2.61745, -1.52781)
H (-2.44209, 2.93868, 0.84807)
C (3.10249, -2.50146, 0.66783)
O (2.55186, -1.14861, 0.77249)
C (3.29403, -3.07585, -0.71963)
H (3.96611, -2.53030, 1.32201)
H (2.30610, -3.03910, 1.19812)
H (2.13003, -1.00969, -0.07471)
H (2.43272, -2.86420, -1.36341)
H (4.05756, -2.47907, -1.21699)
H (3.57054, -4.12025, -0.63354)

10.
Entry from OMol25: a gas-phase ion, C2H8PS2 (charge +1) at a distorted geometry (ωB97M-V with the def2-TZVPD basis set).

E   -1218.47114 a.u.
Frontier orbital gap   10.323 eV
Spin multiplicity   1
Net charge   +1

Element x y z (Å)
C (-0.40006, 0.91703, -1.41502)
C (0.15369, 0.63822, 1.60272)
P (0.06897, -0.24486, 0.04553)
S (1.86775, -1.39835, -0.23550)
S (-1.57760, -1.57826, -0.08955)
H (-0.13274, 0.29357, -2.32857)
H (0.25617, 1.80284, -1.60926)
H (-1.51600, 1.18606, -1.24292)
H (1.14726, 1.16885, 1.59117)
H (0.19009, -0.16438, 2.44362)
H (-0.50472, 1.47793, 1.59875)
H (1.85156, -1.91082, -1.45067)
H (-1.40439, -2.18784, 1.08972)

11.
Entry from OMol25: 2 unconnected molecules or ions with the total composition C2H8S2 at a distorted geometry (ωB97M-V with the def2-TZVPD basis set).

E   -877.34939 a.u.
SMILES   CSS.C
Frontier orbital gap   9.726 eV
Spin multiplicity   1

Element x y z (Å)
C (2.22849, -0.11014, -0.32704)
H (2.18364, -1.19753, -0.18626)
H (1.30780, 0.43772, -0.44951)
H (2.88593, -0.17042, -1.20110)
H (2.83347, 0.26381, 0.49756)
C (-2.25510, 0.56949, -0.38005)
S (-1.57891, -1.08625, -0.11159)
S (-0.79819, -0.87799, 1.78373)
H (-1.49237, 1.34117, -0.29283)
H (-2.98527, 0.84049, 0.39287)
H (-2.84524, 0.62117, -1.29359)
H (0.51572, -0.63152, 1.56779)

12.
Entry from OMol25: 2 unconnected molecules or ions with the total composition C2H8S2 at a distorted geometry (ωB97M-V with the def2-TZVPD basis set).

E   -877.30276 a.u.
SMILES   CC.SS
Frontier orbital gap   9.081 eV
Spin multiplicity   1

Element x y z (Å)
S (-0.84197, 2.92074, -3.97338)
S (0.18246, 1.67478, -2.51413)
H (-2.17729, 2.59527, -3.74690)
H (-0.70141, 2.31028, -1.52916)
C (-0.19170, -1.45653, 1.81049)
C (1.06218, -0.82965, 1.13640)
H (-0.51481, -0.99286, 2.83889)
H (-1.01692, -1.46986, 0.90755)
H (0.10421, -2.54852, 2.11310)
H (1.73876, -0.86324, 1.92515)
H (1.01999, 0.12981, 0.79374)
H (1.33650, -1.47022, 0.23824)

13.
Entry from OMol25: 2 unconnected molecules or ions with the total composition C2H8S2 at a distorted geometry (ωB97M-V with the def2-TZVPD basis set).

E   -877.29900 a.u.
SMILES   CCS.S
Frontier orbital gap   9.639 eV
Spin multiplicity   1

Element x y z (Å)
S (5.24548, 3.44645, -2.70204)
H (6.40153, 3.01308, -2.03172)
H (4.23071, 2.72330, -3.20469)
C (-1.60229, -0.57752, -0.02236)
C (-2.08213, -0.98768, 1.30985)
S (-0.70004, -1.67556, 2.20352)
H (-1.19843, -1.43090, -0.47177)
H (-0.91575, 0.23189, -0.21636)
H (-2.52016, -0.29713, -0.61779)
H (-2.56650, -0.21684, 1.88110)
H (-2.80518, -1.73247, 0.93033)
H (-1.48724, -2.49661, 2.94193)

14.
Entry from OMol25: 2 unconnected molecules or ions with the total composition C2H8S2Si at a distorted geometry (ωB97M-V with the def2-TZVPD basis set).

E   -1166.63838 a.u.
Frontier orbital gap (alpha / beta)   6.894 / 7.597 eV
Spin multiplicity   3
⟨S²⟩   2.012

Element x y z (Å)
C (-1.46240, -1.75782, -0.79120)
C (-2.41039, 0.70662, 0.66870)
Si (2.58632, 0.63690, 0.30651)
S (-1.06826, 1.70582, 0.29762)
S (-2.61646, -0.83399, 0.32028)
H (-1.98202, -2.21427, -1.60406)
H (-0.81127, -2.51352, -0.24441)
H (-0.80036, -1.07792, -1.25014)
H (3.92275, 0.93847, 0.66073)
H (2.39312, -0.44593, -0.75150)
H (1.62544, 1.55916, -0.16172)
H (2.04806, 0.38430, 1.69494)
H (-1.42454, 2.91218, 0.85426)

15.
Entry from OMol25: 2 unconnected molecules or ions with the total composition C2H8S3 at a distorted geometry (ωB97M-V with the def2-TZVPD basis set).

E   -1275.52985 a.u.
SMILES   CSS.CS
Frontier orbital gap   9.411 eV
Spin multiplicity   1

Element x y z (Å)
C (-1.45489, 1.41413, -1.56535)
S (-1.22568, 1.53249, -3.39740)
H (-2.51780, 1.39237, -1.37296)
H (-1.04845, 2.38625, -1.26996)
H (-0.87595, 0.62714, -1.08951)
H (0.05132, 1.84492, -3.37444)
C (0.41560, -1.15103, 2.47997)
S (1.29733, -2.57555, 1.71113)
S (2.77352, -1.49102, 0.61278)
H (0.66341, -0.95960, 3.52405)
H (0.52505, -0.28254, 1.83824)
H (-0.64998, -1.39489, 2.39311)
H (2.04651, -1.34269, -0.48965)

16.
Entry from OMol25: 2 unconnected molecules or ions with the total composition C2H8S4Si at a distorted geometry (ωB97M-V with the def2-TZVPD basis set).

E   -1963.28625 a.u.
SMILES   S[Si](S)(S)S.C=C
Frontier orbital gap   9.418 eV
Spin multiplicity   1

Element x y z (Å)
C (-2.15745, -0.29707, 1.57383)
C (-2.52854, -1.27749, 2.37316)
Si (1.35548, 0.31005, -1.34839)
S (0.72013, 2.16530, -2.42649)
S (1.82480, 1.08515, 0.57338)
S (3.14136, -0.43267, -2.40405)
S (-0.29872, -1.16258, -1.37891)
H (-2.96521, 0.22942, 1.05861)
H (-1.09920, -0.05068, 1.44261)
H (-3.67322, -1.34523, 2.57682)
H (-1.75456, -1.54978, 3.03955)
H (0.45203, 2.74759, -1.22699)
H (3.07034, 0.71998, 0.52989)
H (3.99106, 0.27141, -1.62530)
H (-0.07830, -1.41341, -2.75773)

17.
Entry from OMol25: 2 unconnected molecules or ions with the total composition C2H9BF3INO4SSi at a distorted geometry (ωB97M-V with the def2-TZVPD basis set).

E   -1746.84566 a.u.
Frontier orbital gap   8.417 eV
Spin multiplicity   1
Net charge   +1

Element x y z (Å)
C (-1.18343, -2.42204, -1.52945)
S (-1.57379, -2.03526, 0.29392)
O (-0.83147, -3.11289, 1.17417)
O (-3.08895, -2.15106, 0.60536)
Si (-0.82844, -0.10296, 0.91440)
I (1.41915, -0.53877, 1.95502)
B (-0.63759, 1.10795, -0.57781)
O (-1.86060, 1.59660, -1.30639)
O (0.66053, 1.64032, -1.08867)
C (-1.87138, 0.77496, 2.27395)
F (-3.05686, 0.02302, 2.74524)
F (-2.30003, 2.12091, 1.74553)
F (-0.97868, 1.09251, 3.44763)
H (-0.47304, -1.60392, -2.00636)
H (-2.23138, -2.44187, -2.07507)
H (-0.66956, -3.46727, -1.65888)
H (-2.02108, 0.99723, -2.10929)
H (1.43355, 1.24541, -0.58687)
N (4.01863, 1.45539, -0.44328)
H (3.72747, 0.67594, -1.04480)
H (3.69716, 1.28533, 0.51687)
H (5.04251, 1.53136, -0.45304)
H (3.60730, 2.32911, -0.79220)